Density functional theory data (ωB97M-V/def2-TZVPD) for a 3-piece molecular cluster, C30H65N4O4P2 overall in a non-equilibrium geometry.

Geometry as ORCA input:
```
! RIJCOSX wB97M-V def2-TZVPD def2/J DEFGRID3
* xyz 1 1
P 3.44710 0.91562 0.41129
P 4.69229 1.81279 3.68902
O -1.63788 4.44628 0.27573
O -0.02476 6.08395 -0.45099
O -1.06586 0.84248 1.89064
O 5.21734 0.45800 4.65987
N 2.28104 0.23672 3.64585
N -3.78604 0.33863 -3.61505
N 1.01511 1.99526 1.37988
N 1.19706 -4.75963 -3.93726
C 2.06389 -5.75718 -4.56616
C 2.82254 1.57438 3.24568
C -4.80571 -0.70335 -3.72900
C -2.55044 1.57904 3.88453
C 3.45106 -2.28499 5.95074
C 2.59453 -1.33320 5.60085
C 0.85295 -2.33241 -3.42950
C -3.83850 1.12369 -2.38296
C 4.81492 3.33612 4.83224
C -3.39458 0.44133 -1.09018
C 4.94498 1.99620 -0.13653
C 4.10010 -0.69943 1.15167
C -4.60027 -1.98459 -2.92374
C -0.99673 5.72797 0.31469
C -2.42847 -0.04352 -3.99573
C 2.04429 -5.85257 -6.09041
C -2.01459 0.41232 2.90727
C -0.70606 3.37859 -0.06377
C 2.50564 1.98096 1.69367
C -3.77609 0.99775 4.80895
C -0.23127 -5.07103 -3.97159
C -3.26354 0.19440 6.11335
C 0.19204 1.27768 2.45626
C 1.05342 -0.06106 2.83256
C 1.56451 -3.38593 -4.27005
C -0.97040 -4.85644 -5.29060
C -2.31633 -0.62898 -5.39884
C 2.03226 0.12247 5.11697
C -1.50964 6.87762 1.35850
C 0.46611 3.36304 1.06813
H -2.18529 6.46171 2.18816
H 4.72139 -0.59105 2.11278
H 4.60260 2.93008 -0.73816
H 0.89989 0.10840 5.34839
H -2.06744 7.67899 0.72652
H -0.69256 -3.92061 -5.78201
H -3.56904 -2.34498 -2.96094
H 0.09099 3.81612 2.07771
H -0.18892 3.62740 -1.08052
H 2.63933 -3.25942 -4.09393
H 1.39255 -3.16650 -5.32968
H -0.22579 -2.32575 -3.60736
H -4.88669 -1.85603 -1.88000
H 3.24798 -1.45207 1.39440
H 0.44795 -0.84184 3.42327
H -4.46709 0.31488 4.19274
H 1.03104 -2.48877 -2.36177
H 2.11307 -4.87675 -6.57470
H -1.26589 -0.82631 -5.63320
H 0.91006 1.38544 0.52613
H -4.90222 -0.97574 -4.78478
H -4.11779 0.04205 6.89453
H 4.22311 3.09617 5.79051
H -3.24482 1.19610 -0.30988
H 2.26690 2.36383 3.91480
H -1.79488 0.85155 -3.97552
H -1.23111 2.36898 -0.21336
H 4.00658 -3.22825 6.27693
H 5.48013 2.33492 0.83209
H -2.42366 0.74990 6.70288
H -1.68639 1.79866 4.64023
H -2.45210 -0.09923 -1.20014
H -0.80198 -5.67811 -5.98618
H -3.21355 2.01443 -2.52559
H 2.90041 -6.44381 -6.43135
H 5.70213 1.35132 -0.71946
H 2.94199 3.05811 1.57834
H 1.26791 4.11794 0.68944
H -1.99337 -0.75241 -3.28210
H 0.10195 2.02606 3.32574
H -2.94862 0.01744 2.32843
H -5.23515 -2.77902 -3.33000
H 3.09517 -5.54910 -4.25524
H -4.15415 -0.24669 -0.71623
H 4.31634 4.22655 4.29088
H -2.84835 -0.86160 5.87097
H -0.73140 -4.47668 -3.19966
H -2.81043 2.56855 3.36137
H -4.36991 1.91739 5.16222
H 1.22801 -1.33777 -3.68966
H -0.38536 -6.10787 -3.64851
H 5.92049 3.53280 5.11328
H 4.81504 -1.18152 0.36331
H 2.57624 0.98932 5.66869
H 1.15025 -6.36261 -6.45175
H -0.56898 7.42574 1.77670
H -2.85009 -1.57858 -5.49101
H 1.84212 -6.74668 -4.14850
H -5.78601 -0.28262 -3.47364
H 1.29603 -0.56267 1.80575
H 4.81084 0.64974 5.54870
H -4.85308 1.51598 -2.24379
H -2.70272 0.06412 -6.15079
H -1.66280 -0.46072 3.56721
H -2.04910 -4.81604 -5.10444
*
```

Calculated values
Frontier orbital gap, Eh: 0.268
LUMO level, eV: -2.298
Maximum force, eV/A: 7.1
Molar mass, g mol⁻¹: 607.822